# 1
Entry from OMol25: the molecule C4H8N2O at a distorted geometry (ωB97M-V/def2-TZVPD).

- max |F| (eV Å⁻¹) = 3.7
- HOMO level (hartree) = -0.340
- SMILES = NC(=O)CN1CC1
- gap between HOMO and LUMO (eV) = 10.3
- E_tot (eV) = -9303.2947
- charge = 0

```
15
Properties=species:S:1:pos:R:3:forces:R:3
N 1.997303 0.092607 -1.233231 0.1 0.1 -0.1
C 1.651615 -0.567721 -0.123844 0.8 -0.4 -0.1
O 2.200371 -1.606119 0.260468 1.2 0.2 -1.0
C 0.493165 -0.221013 0.740965 0.6 -0.6 0.4
N -0.522236 0.625151 0.089047 0.3 -0.6 0.2
C -1.797576 0.801522 0.769778 -0.1 -0.1 0.2
C -1.707410 -0.004897 -0.470472 -0.1 -0.3 -0.1
H 2.650425 -0.359609 -1.853246 0.0 0.2 0.0
H 1.509231 0.927642 -1.508650 -0.1 -0.1 0.0
H 0.701475 -1.388476 1.029608 -3.2 1.7 0.5
H 0.831016 0.317940 1.629708 0.2 0.1 -0.1
H -1.920753 0.266820 1.707159 -0.1 0.0 -0.1
H -2.243947 1.796887 0.743605 0.3 -0.2 0.0
H -1.758477 -1.084461 -0.372858 -0.1 0.1 0.0
H -2.084198 0.403734 -1.408037 0.2 -0.1 0.2
```
Forces are in eV/Å.

=====

# 2
Entry from OMol25: the molecule C2H5NO2S at a distorted geometry (ωB97M-V/def2-TZVPD).

- max |F| (eV Å⁻¹) = 3.3
- HOMO level (spin up / spin down) (hartree) = -0.340 / -0.340
- gap between HOMO and LUMO (spin up / spin down) (eV) = 8.8 / 8.8
- E_tot (eV) = -18571.1792
- charge = 0

```
11
Properties=species:S:1:pos:R:3:forces:R:3
C -0.445973 -0.129571 -1.195197 1.6 2.3 1.8
C -1.223249 -0.348993 0.041599 -0.4 0.2 -0.5
N 0.660674 1.587281 -0.193467 -1.4 -1.6 -1.3
O -0.456267 -0.205548 1.220690 0.8 -0.2 0.8
O 1.964646 -0.360405 1.061894 -1.3 -0.3 0.0
S 0.787970 0.894282 1.128927 0.3 -0.7 -0.6
H 0.415174 -0.743540 -1.384550 0.1 -0.3 -0.1
H -0.893165 0.385929 -2.024767 -0.1 0.1 -0.2
H -2.086012 0.325859 0.092477 0.1 -0.1 -0.1
H -1.574504 -1.388946 0.081842 0.0 0.1 0.0
H 2.850706 -0.016348 1.170553 0.3 0.5 0.1
```
Forces are in eV/Å.

=====

- Look up the max |F| of the second one.
  3.3 eV Å⁻¹

=====

- What is the formula in the second record?
  C2H5NO2S